1.
H31O16 | ωB97M-V/def2-TZVPD

electronic energy = -1222.41004 hartree
frontier orbital gap = 9.082 eV
energy above the lowest of the compared OMol25 structures with the same formula, charge and spin = 4.358 eV
total charge = -1
molecular weight = 287.23 g mol⁻¹
highest occupied orbital energy = -7.07 eV

Element x y z (Å)
O: 1.9577 1.9175 3.2992
O: -0.9455 0.1044 0.3292
O: 1.3604 -3.3172 -1.6419
O: -1.4524 0.2604 4.2080
O: -3.0308 -4.8005 -1.8395
O: -0.6331 3.7567 -0.3774
O: 2.5265 -1.5064 1.3909
O: 4.2193 1.6131 -1.8417
O: -2.8754 -1.4421 -1.3335
O: 0.0355 -1.8369 4.0408
O: -1.8219 1.6607 -2.1963
O: -0.7503 3.5734 -3.1753
O: -0.1500 1.8767 1.8205
O: -3.0976 -1.2474 1.7807
O: 0.2611 -0.1699 -1.8171
O: 5.2719 -0.6103 -2.9516
H: -1.8778 -1.6142 -1.5382
H: -1.8671 0.3517 0.4468
H: 1.3708 2.3390 3.9263
H: -2.3995 1.0303 -1.8290
H: -1.3797 2.2711 -1.6288
H: -3.1981 -2.2573 -1.6957
H: 2.8405 -2.2038 2.0119
H: 0.0467 0.6428 -2.2131
H: 0.4507 -3.3547 -1.8783
H: -3.5945 -4.0233 -2.0788
H: 2.3323 -0.7094 1.8568
H: -0.8285 -1.4381 4.2581
H: -3.3492 -1.7195 0.9999
H: -2.1618 -1.1348 1.8634
H: -0.7451 2.5884 -3.0430
H: -1.0064 0.3981 3.3956
H: 4.3807 1.7791 -0.8432
H: -0.1458 -0.3060 -0.8677
H: 1.2402 1.4942 2.7476
H: 0.3118 1.9834 0.9852
H: -0.6454 2.9306 0.2231
H: -2.6370 -5.0223 -2.6776
H: 3.6436 0.8534 -1.6193
H: -0.5810 0.9006 1.2501
H: 0.0998 -1.5769 3.1062
H: -0.1631 3.9580 -2.5279
H: 1.5845 -2.3941 -1.5760
H: 4.5218 -1.1722 -2.7311
H: -0.1872 4.3234 0.3399
H: 5.1670 0.3018 -2.4588
H: -2.0984 0.9485 4.1007

Atomic partial charges in e from the natural (NBO) method, atoms 1 to 2: -0.99, -1.14

---

2.
C7H13N | ωB97M-V/def2-TZVPD

electronic energy = -329.13999 hartree
frontier orbital gap = 9.125 eV
energy above the lowest of the compared OMol25 structures with the same formula, charge and spin = 3.577 eV
molecular weight = 111.19 g mol⁻¹
highest occupied orbital energy = -8.06 eV
structure (SMILES) = C=CC/C(=C/N)CC

Element x y z (Å)
N: -2.5206 -0.0983 0.8738
C: -0.0398 1.2815 -0.8820
C: 3.0648 -0.8967 1.0506
C: 1.1313 -0.8465 -0.6515
C: 1.7515 -0.9304 0.7539
C: -0.2367 -0.1716 -0.4836
C: -1.2912 -0.7607 0.2092
C: -1.4416 1.8819 -0.9531
H: -1.3244 -1.8932 0.3270
H: 3.4125 -0.8420 2.0464
H: 0.3053 1.1341 -1.9254
H: 1.0578 -0.7547 1.5858
H: 3.8110 -0.6917 0.3686
H: -1.8659 1.7659 0.0776
H: -1.4810 2.9491 -0.9527
H: 0.6263 1.8524 -0.3150
H: -2.3533 0.8895 1.1146
H: -3.0222 -0.4857 1.5867
H: -2.1682 1.4338 -1.5900
H: 1.2317 -1.7188 -1.2881
H: 1.7860 -0.2958 -1.4132

Atomic partial charges in e from the natural (NBO) method, atoms 1 to 2: -0.85, -0.43

---

3.
C9H11O3 | ωB97M-V/def2-TZVPD

electronic energy = -575.30753 hartree
frontier orbital gap = 7.751 eV
energy above the lowest of the compared OMol25 structures with the same formula, charge and spin = 1.385 eV
total charge = -1
molecular weight = 167.18 g mol⁻¹
highest occupied orbital energy = -4.49 eV

Element x y z (Å)
O: 1.0652 4.0460 -2.8793
O: -0.3417 2.6591 -1.8795
O: -0.8684 0.3169 -1.5749
C: -0.4691 -1.4590 2.0046
C: -0.0707 -2.0604 3.3156
C: -1.3298 -0.3966 1.9838
C: 1.6599 1.7157 -2.9834
C: 0.2484 -1.9395 0.8912
C: -1.5560 0.2688 0.7339
C: -0.9973 -0.3019 -0.4141
C: -0.0745 -1.4464 -0.3674
C: 0.6880 2.8988 -2.5767
H: -0.9771 1.3990 -1.6020
H: 1.7697 1.8563 -4.0511
H: -1.8881 -0.1234 2.8673
H: -1.9579 1.2667 0.6482
H: 2.6031 1.7757 -2.4253
H: 0.9051 -2.5438 3.4615
H: -0.7583 -2.9148 3.4929
H: 1.1372 0.8715 -2.5475
H: 0.5440 -1.7371 -1.2068
H: -0.2180 -1.3483 4.1570
H: 0.8861 -2.8034 0.9518

Atomic partial charges in e from the natural (NBO) method, atoms 1 to 2: -0.75, -0.80

---

4.
C3H2S2 | ωB97M-V/def2-TZVPD

electronic energy = -911.78207 hartree
frontier orbital gap = 7.835 eV
energy above the lowest of the compared OMol25 structures with the same formula, charge and spin = 0.626 eV
molecular weight = 102.18 g mol⁻¹
highest occupied orbital energy = -8.82 eV
structure (SMILES) = S=C=CC=S

Element x y z (Å)
S: -1.0193 1.5564 -1.2787
S: -1.6982 -2.3114 0.2652
C: -0.4069 -1.3741 0.3815
C: 0.3839 -0.3317 0.2876
C: 0.2291 1.1837 -0.3379
H: 1.4628 -0.4307 0.7240
H: 1.0485 1.7078 -0.0416

Atomic partial charges in e from the natural (NBO) method, atoms 1 to 2: 0.10, 0.19

---

5.
H8O4 | ωB97M-V/def2-TZVPD

electronic energy = -305.71975 hartree
frontier orbital gap = 10.705 eV
energy above the lowest of the compared OMol25 structures with the same formula, charge and spin = 1.618 eV
molecular weight = 72.06 g mol⁻¹
highest occupied orbital energy = -10.45 eV
structure (SMILES) = O.O.O.O

Element x y z (Å)
O: 0.4442 -1.3430 -0.8986
O: 0.2026 1.2256 -1.3457
O: -1.8342 2.4730 0.0994
O: 0.7130 -1.8497 1.8531
H: 0.9659 1.2681 -1.9994
H: 0.1322 -1.7580 -0.0044
H: -1.3075 2.0954 -0.6560
H: -1.7316 3.3286 -0.1410
H: 0.2950 -2.7650 2.1534
H: 1.3448 -1.6049 -0.9366
H: 0.7315 -1.5111 2.7326
H: 0.0441 0.4411 -0.8567

Atomic partial charges in e from the natural (NBO) method, atoms 1 to 2: -0.97, -1.01

---

6.
C26H25CuN2OP | ωB97M-V/def2-TZVPD

electronic energy = -3172.10993 hartree
frontier orbital gap = 8.569 eV
energy above the lowest of the compared OMol25 structures with the same formula, charge and spin = 0.000 eV
total charge = +1
molecular weight = 476.02 g mol⁻¹
highest occupied orbital energy = -11.40 eV

Element x y z (Å)
Cu: 0.6029 0.4921 1.0650
P: -0.5448 -0.8283 -0.2551
O: 1.5375 0.4101 3.0737
N: 1.7518 2.2725 0.6733
N: 6.3012 2.8658 1.6476
C: 0.0980 -0.4648 -1.9333
C: -2.3677 1.1410 -0.0655
C: 2.1479 4.2819 -0.5487
C: -0.7549 -4.7507 -1.1887
C: 1.3756 3.1437 -0.2132
C: -0.4460 -5.4253 -0.0173
C: 5.2912 3.0207 1.1453
C: 1.2271 0.4354 -4.2867
C: -0.6883 -0.1175 3.8619
C: -0.1985 -4.6698 1.0893
C: -0.2147 -3.2728 1.0295
C: -0.8065 -3.3686 -1.3120
C: 3.9243 3.1864 0.7054
C: 1.8358 -0.5928 -3.5012
C: 0.5556 0.7009 4.1179
C: -4.6458 -0.4028 -0.4519
C: -4.7132 0.9701 -0.4142
C: -3.5802 1.7536 -0.1714
C: -3.3945 -1.0331 -0.4342
C: -0.6207 0.4523 -2.7638
C: 2.9797 2.2908 1.1447
C: -0.5222 -2.6315 -0.1850
C: -2.2145 -0.2766 -0.2315
C: 1.2813 -1.0687 -2.3125
C: -0.0334 0.9056 -3.9230
C: 3.4829 4.2986 -0.0437
H: 1.0273 0.4656 5.0267
H: -1.0016 -5.4524 -1.9911
H: -1.5371 1.8231 0.1848
H: 1.7723 -1.7571 -1.5793
H: -5.7264 1.4148 -0.4520
H: -5.5626 -0.9836 -0.4801
H: -0.5143 -1.2096 3.8507
H: -1.6051 0.7535 -2.4567
H: -0.0069 -5.1446 2.0331
H: -1.1158 -2.9101 -2.2737
H: -1.3955 0.1177 4.5840
H: -0.3750 -6.4769 0.0197
H: -0.5751 1.6165 -4.4586
H: 1.7557 0.6966 -5.1860
H: 1.9782 -0.4057 3.3941
H: 0.3882 1.7976 4.0823
H: -3.4290 -2.1147 -0.5035
H: 4.0927 5.1696 -0.2610
H: 2.8558 -0.8616 -3.8296
H: -3.7495 2.7830 0.0695
H: 1.6135 5.1094 -0.9774
H: -1.1342 0.1107 2.8304
H: 0.0169 -2.7475 1.9210
H: 0.3970 3.0416 -0.6863
H: 3.1837 1.4456 1.8384

Atomic partial charges in e from the natural (NBO) method, atoms 1 to 2: 0.73, 0.83

---

Q: energy above the lowest of the compared OMol25 structures with the same formula, charge and spin of number 6 (C26H25CuN2OP)?
A: 0.000 eV